Version one
Entry from the Open Molecules 2025 dataset: C4H3NO3 in the gas phase (wB97M-V/def2-TZVPD).

The value obtained for the highest occupied orbital energy is -9.168 eV. Its SMILES is O=C1N=C/C(=C\O)O1. For the LUMO energy, the calculation gives -0.62 eV.

```
! RIJCOSX wB97M-V def2-TZVPD def2/J DEFGRID3
* xyz 0 1
O -3.278 -0.692 0.209
C -2.122 -0.305 -0.077
N -1.697 1.161 -0.184
C -0.393 1.131 -0.102
C 0.095 -0.283 -0.190
C 1.406 -0.740 0.065
O 2.583 -0.189 -0.010
O -0.963 -1.116 -0.354
H 0.265 2.099 0.291
H 1.460 -1.778 0.143
H 2.644 0.712 0.208
*
```


Version two
Entry from the Open Molecules 2025 dataset: C4H3NO3 in the gas phase (wB97M-V/def2-TZVPD).

The value obtained for the highest occupied orbital energy is -10.867 eV. Its SMILES is N#CCC(=O)C(=O)O. For the LUMO energy, the calculation gives -0.85 eV.

```
! RIJCOSX wB97M-V def2-TZVPD def2/J DEFGRID3
* xyz 0 1
N 3.471 0.161 0.004
C 2.378 -0.273 -0.044
C 0.983 -0.754 0.026
C -0.107 0.321 -0.028
O 0.079 1.511 0.019
C -1.533 -0.235 -0.032
O -1.786 -1.421 0.005
O -2.422 0.775 0.010
H 0.851 -1.469 -0.757
H 0.866 -1.331 0.963
H -3.301 0.412 -0.039
*
```


Version three
Entry from the Open Molecules 2025 dataset: C4H3NO3 in the gas phase (wB97M-V/def2-TZVPD).

The value obtained for the highest occupied orbital energy is -10.249 eV. Its SMILES is N#CC(=O)C(=O)CO. For the LUMO energy, the calculation gives -1.95 eV.

```
! RIJCOSX wB97M-V def2-TZVPD def2/J DEFGRID3
* xyz 0 1
N 3.718 -0.039 0.542
C 2.560 0.134 0.163
C 1.294 -0.231 -0.297
O 1.062 -1.480 -0.611
C -0.056 0.838 -0.060
O 0.182 2.014 -0.235
C -1.509 0.259 0.194
O -1.478 -1.150 0.568
H -2.046 1.026 0.825
H -2.230 0.348 -0.641
H -1.497 -1.720 -0.449
*
```


We find version two to be the most stable, with the next structure 1.919 eV higher.


Version one
Entry from the Open Molecules 2025 dataset: 9 unconnected molecules or ions with the total composition C5H27NO10 (wB97M-V/def2-TZVPD).

The value obtained for the highest occupied orbital energy is -10.345 eV. Its SMILES is CCC[C@@H](N)C(=O)O.O.O.O.O.O.O.O.O. For the LUMO energy, the calculation gives 0.12 eV.

```
! RIJCOSX wB97M-V def2-TZVPD def2/J DEFGRID3
* xyz 0 1
C -2.369 1.146 1.850
C -1.544 0.001 1.377
C -0.344 0.143 0.503
C 0.286 -1.095 -0.181
N 1.681 -0.829 -0.565
C 0.460 -2.278 0.891
O 1.441 -2.351 1.595
O -0.640 -2.990 1.005
H -1.838 2.064 2.192
H -3.037 0.812 2.650
H -2.938 1.715 1.115
H -2.207 -0.825 0.854
H -1.235 -0.713 2.223
H 0.661 0.543 0.974
H -0.444 0.946 -0.229
H -0.167 -1.618 -1.035
H 2.352 -1.626 -0.437
H 1.996 -0.130 0.105
H -0.363 -3.759 1.558
O 1.152 1.581 -2.627
H 1.177 1.142 -1.769
H 2.023 1.627 -3.038
O 0.563 -2.647 3.813
H 0.743 -1.732 4.125
H 1.482 -2.866 3.666
O 2.147 -0.818 -3.487
H 1.845 -1.050 -2.609
H 1.571 -0.550 -4.189
O 0.582 3.961 -1.390
H 0.453 4.908 -1.421
H 0.274 3.664 -2.253
O 3.503 0.175 1.222
H 3.781 -0.409 0.511
H 3.046 -0.530 1.712
O -3.849 -3.443 0.232
H -3.018 -3.691 0.704
H -3.557 -2.899 -0.532
O -1.111 3.524 1.084
H -0.615 3.020 0.405
H -1.075 4.355 0.603
O -1.336 1.117 -3.796
H -0.705 1.390 -4.462
H -0.827 1.013 -2.946
*
```


Version two
Entry from the Open Molecules 2025 dataset: 10 unconnected molecules or ions with the total composition C5H27NO10 (wB97M-V/def2-TZVPD).

The value obtained for the highest occupied orbital energy is -9.447 eV. Its SMILES is C=CC[C@@H](N)C=O.O.O.O.O.O.O.O.O.O. For the LUMO energy, the calculation gives 0.08 eV.

```
! RIJCOSX wB97M-V def2-TZVPD def2/J DEFGRID3
* xyz 0 1
C 1.408 -0.628 -2.505
C 1.487 -0.956 -1.215
C 0.407 -0.579 -0.218
C 0.803 -0.369 1.239
N -0.208 0.524 1.868
C 0.900 -1.646 2.023
O 0.571 -2.737 1.590
H 2.263 -0.689 -3.176
H 0.610 0.019 -2.854
H 2.246 -1.637 -0.806
H 0.109 0.440 -0.599
H -0.448 -1.236 -0.359
H 1.725 0.222 1.111
H -0.846 -0.049 2.424
H -0.819 0.890 1.138
H 1.317 -1.608 3.046
O -2.130 -2.493 0.313
H -2.348 -1.576 0.046
H -1.824 -3.086 -0.378
O 0.249 -3.725 -0.946
H 0.444 -4.659 -0.799
H 0.270 -3.324 -0.046
O -1.765 -1.674 3.002
H -1.778 -1.928 2.049
H -1.238 -2.343 3.448
O -2.178 -0.332 -1.395
H -2.041 0.603 -1.598
H -1.894 -0.870 -2.141
O 3.158 1.899 0.507
H 2.794 2.298 1.324
H 3.579 1.088 0.809
O 1.435 2.937 2.330
H 0.964 2.792 3.164
H 0.869 2.354 1.770
O -2.012 1.970 -2.945
H -2.283 2.396 -3.771
H -1.048 2.075 -2.957
O 1.145 3.573 -2.600
H 1.756 2.828 -2.634
H 0.840 3.655 -1.692
O -1.908 2.686 -0.374
H -1.597 3.557 -0.655
H -2.694 2.678 -0.942
*
```


We find version two to be the most stable, with the next structure 0.569 eV higher.


Version one
Entry from the Open Molecules 2025 dataset: C19H25N3O4S in the gas phase (wB97M-V/def2-TZVPD).

The value obtained for the highest occupied orbital energy is -8.596 eV. Its SMILES is CCc1ccccc1NC(=O)[C@@H]1CCCN(S(=O)(=O)c2c(C)noc2C)C1. For the LUMO energy, the calculation gives 0.50 eV.

```
! RIJCOSX wB97M-V def2-TZVPD def2/J DEFGRID3
* xyz 0 1
C 1.938 1.192 3.875
C 3.002 0.230 3.344
C 2.399 -1.099 2.991
C 2.610 -2.189 3.830
C 2.009 -3.413 3.606
C 1.158 -3.570 2.525
C 0.939 -2.508 1.671
C 1.568 -1.284 1.885
N 1.267 -0.261 0.951
C 2.149 0.446 0.209
O 3.350 0.464 0.383
C 1.520 1.291 -0.908
C 1.033 2.650 -0.379
C -0.276 2.525 0.399
C -1.324 1.806 -0.449
N -0.801 0.517 -0.833
S -1.866 -0.721 -1.121
O -1.086 -1.920 -1.188
O -2.898 -0.619 -0.133
C -2.571 -0.397 -2.708
C -2.106 -0.805 -3.992
C -0.912 -1.624 -4.303
N -2.912 -0.350 -4.912
O -3.901 0.346 -4.294
C -3.710 0.321 -2.971
C -4.676 0.999 -2.080
C 0.385 0.582 -1.656
H 2.388 2.149 4.130
H 1.166 1.362 3.128
H 1.466 0.782 4.766
H 3.763 0.084 4.113
H 3.487 0.662 2.469
H 3.256 -2.064 4.687
H 2.195 -4.237 4.278
H 0.669 -4.516 2.346
H 0.279 -2.617 0.821
H 0.328 -0.326 0.573
H 2.336 1.474 -1.615
H 0.878 3.318 -1.230
H 1.806 3.087 0.254
H -0.113 1.958 1.315
H -0.644 3.515 0.670
H -1.565 2.407 -1.341
H -2.236 1.624 0.118
H -0.049 -0.981 -4.473
H -1.089 -2.198 -5.208
H -0.698 -2.285 -3.467
H -5.689 0.821 -2.435
H -4.504 2.075 -2.080
H -4.556 0.613 -1.071
H 0.174 1.129 -2.589
H 0.664 -0.444 -1.902
*
```


Version two
Entry from the Open Molecules 2025 dataset: C19H25N3O4S in the gas phase (wB97M-V/def2-TZVPD).

The value obtained for the highest occupied orbital energy is -8.089 eV. Its SMILES is COC(=O)Cc1ccc(NC(=S)N2CCN(C(=O)[C@H]3CCCO3)CC2)cc1. For the LUMO energy, the calculation gives 0.59 eV.

```
! RIJCOSX wB97M-V def2-TZVPD def2/J DEFGRID3
* xyz 0 1
C -8.129 -0.136 -0.967
O -7.190 -0.537 0.022
C -6.224 -1.367 -0.382
O -6.128 -1.794 -1.500
C -5.250 -1.648 0.747
C -4.177 -0.593 0.664
C -4.236 0.547 1.454
C -3.266 1.524 1.355
C -2.210 1.382 0.455
N -1.264 2.406 0.386
C -0.060 2.447 -0.261
S 0.437 3.909 -0.862
N 0.675 1.311 -0.366
C 1.895 1.326 -1.146
C 3.109 1.623 -0.259
N 3.157 0.652 0.811
C 4.081 -0.313 1.001
O 3.976 -1.135 1.893
C 5.294 -0.296 0.052
C 6.209 -1.493 0.318
C 5.660 -2.529 -0.659
C 5.273 -1.649 -1.845
O 4.857 -0.404 -1.302
C 1.946 0.639 1.602
C 0.736 0.336 0.708
C -2.168 0.255 -0.365
C -3.142 -0.717 -0.255
H -8.853 0.497 -0.462
H -7.625 0.415 -1.764
H -8.619 -1.011 -1.400
H -5.774 -1.590 1.699
H -4.824 -2.640 0.601
H -5.049 0.673 2.153
H -3.320 2.407 1.974
H -1.622 3.331 0.592
H 1.809 2.083 -1.925
H 2.019 0.340 -1.604
H 4.010 1.586 -0.862
H 2.996 2.622 0.177
H 5.820 0.660 0.180
H 6.135 -1.813 1.355
H 7.242 -1.242 0.080
H 6.385 -3.293 -0.929
H 4.776 -3.003 -0.233
H 4.450 -2.054 -2.439
H 6.135 -1.479 -2.504
H 2.053 -0.126 2.372
H 1.816 1.620 2.073
H -0.174 0.358 1.304
H 0.848 -0.659 0.267
H -1.386 0.154 -1.100
H -3.109 -1.580 -0.904
*
```


Version three
Entry from the Open Molecules 2025 dataset: C19H25N3O4S in the gas phase (wB97M-V/def2-TZVPD).

The value obtained for the highest occupied orbital energy is -8.370 eV. Its SMILES is CCOC(=O)c1cc(S(=O)(=O)N2CCN(Cc3ccccc3)CC2)cn1C. For the LUMO energy, the calculation gives 0.66 eV.

```
! RIJCOSX wB97M-V def2-TZVPD def2/J DEFGRID3
* xyz 0 1
C -1.205 -5.281 2.404
C -1.590 -4.347 1.266
O -0.943 -3.079 1.386
C 0.314 -2.999 0.929
O 0.898 -3.917 0.397
C 0.861 -1.663 1.139
C 0.267 -0.573 1.758
C 1.194 0.471 1.712
S 0.991 2.135 2.298
O 2.294 2.722 2.408
O 0.129 2.132 3.440
N 0.192 2.920 1.065
C -1.159 2.453 0.846
C -1.861 3.411 -0.127
N -1.147 3.605 -1.369
C -1.406 2.667 -2.446
C -0.930 1.241 -2.277
C -1.751 0.281 -1.696
C -1.315 -1.022 -1.535
C -0.049 -1.388 -1.961
C 0.777 -0.442 -2.544
C 0.337 0.860 -2.703
C 0.230 3.971 -1.120
C 0.958 3.022 -0.157
C 2.314 -0.004 1.062
N 2.114 -1.289 0.725
C 3.066 -2.129 0.054
H -0.144 -5.510 2.353
H -1.769 -6.205 2.323
H -1.421 -4.813 3.362
H -2.658 -4.121 1.287
H -1.321 -4.794 0.303
H -0.704 -0.548 2.207
H -1.655 2.450 1.816
H -1.154 1.430 0.440
H -2.867 3.049 -0.343
H -1.937 4.390 0.357
H -2.490 2.663 -2.599
H -0.944 3.091 -3.343
H -2.747 0.555 -1.377
H -1.965 -1.755 -1.081
H 0.283 -2.410 -1.852
H 1.762 -0.721 -2.890
H 0.982 1.589 -3.175
H 0.766 4.022 -2.069
H 0.221 4.968 -0.668
H 1.936 3.418 0.114
H 1.087 2.030 -0.618
H 3.230 0.514 0.856
H 3.290 -3.007 0.661
H 3.979 -1.562 -0.122
H 2.662 -2.478 -0.897
*
```


We find version two to be the most stable, with the next structure 0.947 eV higher.


Version one
Entry from the Open Molecules 2025 dataset: C3H8N2 in the gas phase (wB97M-V/def2-TZVPD).

The value obtained for the highest occupied orbital energy is -9.158 eV. Its SMILES is [H]/N=C/NCC. For the LUMO energy, the calculation gives 1.13 eV.

```
! RIJCOSX wB97M-V def2-TZVPD def2/J DEFGRID3
* xyz 0 1
H 0.212 -3.513 0.986
N 0.307 -2.525 1.154
C 0.263 -1.707 0.204
N 0.417 -0.345 0.462
C -0.365 0.506 -0.408
C 0.009 1.976 -0.344
H 0.261 -2.008 -0.844
H 0.241 -0.200 1.440
H -1.454 0.409 -0.296
H -0.170 0.212 -1.444
H 0.296 2.296 0.664
H -0.840 2.619 -0.573
H 0.824 2.281 -1.001
*
```


Version two
Entry from the Open Molecules 2025 dataset: 2 unconnected molecules or ions with the total composition C3H8N2 (wB97M-V/def2-TZVPD).

The value obtained for the highest occupied orbital energy is -8.508 eV. Its SMILES is C=NC.C=N. For the LUMO energy, the calculation gives 0.90 eV.

```
! RIJCOSX wB97M-V def2-TZVPD def2/J DEFGRID3
* xyz 0 1
C -1.805 -0.447 0.512
N -0.698 -0.560 -0.071
C -0.499 -1.688 -0.994
H -1.896 -0.091 1.543
H -2.745 -0.955 0.236
H -0.441 -1.284 -2.002
H 0.414 -2.161 -0.632
H -1.246 -2.472 -0.861
C 2.079 1.424 0.087
N 0.982 1.554 0.726
H 2.982 1.132 0.631
H 2.137 1.763 -0.957
H 0.239 1.087 0.154
*
```


We find version one to be the most stable, with the next structure 2.912 eV higher.


Version one
Entry from the Open Molecules 2025 dataset: C3H8N2 in the gas phase (wB97M-V/def2-TZVPD).

The value obtained for the highest occupied orbital energy is -7.484 eV. For the LUMO energy, the calculation gives 0.69 eV.

```
! RIJCOSX wB97M-V def2-TZVPD def2/J DEFGRID3
* xyz 0 1
C -2.564 -0.134 0.177
C 1.769 -0.410 0.410
C 1.043 0.690 -0.477
N -1.313 0.064 -0.156
N -0.261 1.070 -0.030
H -3.140 0.628 0.587
H -2.871 -1.132 0.346
H 2.787 -0.292 0.241
H 1.384 -0.314 1.455
H 1.675 -1.366 0.048
H 1.547 1.648 -0.467
H 0.956 0.419 -1.630
H -1.012 -0.871 -0.505
*
```


Version two
Entry from the Open Molecules 2025 dataset: C3H8N2 in the gas phase (wB97M-V/def2-TZVPD).

The value obtained for the highest occupied orbital energy is -8.773 eV. Its SMILES is [H]/N=C/NCC. For the LUMO energy, the calculation gives 1.05 eV.

```
! RIJCOSX wB97M-V def2-TZVPD def2/J DEFGRID3
* xyz 0 1
H 2.097 -0.899 2.446
N 1.984 -1.083 1.480
C 0.936 -0.578 0.977
N 0.618 -0.670 -0.337
C -0.630 -0.216 -0.904
C -1.062 1.181 -0.491
H 0.225 -0.014 1.584
H 1.227 -1.280 -0.867
H -1.455 -0.922 -0.738
H -0.485 -0.194 -1.986
H -1.255 1.232 0.574
H -1.922 1.525 -1.058
H -0.279 1.920 -0.680
*
```


We find version two to be the most stable, with the next structure 3.784 eV higher.


Version one
Entry from the Open Molecules 2025 dataset: C3H8N2 in the gas phase (wB97M-V/def2-TZVPD).

The value obtained for the highest occupied orbital energy is -8.473 eV. Its SMILES is [H]/N=C/NCC. For the LUMO energy, the calculation gives 1.03 eV.

```
! RIJCOSX wB97M-V def2-TZVPD def2/J DEFGRID3
* xyz 0 1
H 1.889 0.200 2.847
N 2.026 -0.106 1.875
C 0.807 -0.029 1.416
N 0.553 0.609 0.227
C -0.780 0.405 -0.366
C -0.834 -0.472 -1.577
H -0.035 -0.521 1.908
H 1.413 0.600 -0.310
H -1.128 1.418 -0.623
H -1.436 0.036 0.422
H -1.816 -0.441 -2.057
H -0.573 -1.530 -1.439
H -0.088 -0.169 -2.323
*
```


Version two
Entry from the Open Molecules 2025 dataset: C3H8N2 in the gas phase (wB97M-V/def2-TZVPD).

The value obtained for the highest occupied orbital energy is -7.702 eV. Its SMILES is NC1(N)CC1. For the LUMO energy, the calculation gives 1.12 eV.

```
! RIJCOSX wB97M-V def2-TZVPD def2/J DEFGRID3
* xyz 0 1
N -0.832 1.135 0.715
C 0.067 0.232 0.177
N 1.388 0.663 0.139
C -0.231 -1.236 0.237
C -0.334 -0.840 -1.202
H -0.712 2.112 0.485
H -1.135 0.935 1.661
H 1.652 1.391 0.789
H 1.617 0.940 -0.816
H -1.150 -1.467 0.789
H 0.627 -1.854 0.497
H -1.332 -0.698 -1.601
H 0.377 -1.312 -1.870
*
```


We find version one to be the most stable, with the next structure 0.616 eV higher.


Version one
Entry from the Open Molecules 2025 dataset: a gas-phase ion, C3H3ClNO (charge +1) (wB97M-V/def2-TZVPD).

The value obtained for the highest occupied orbital energy is -16.010 eV. Its SMILES is C=CC(Cl)=[N+]=O. For the LUMO energy, the calculation gives -8.22 eV.

```
! RIJCOSX wB97M-V def2-TZVPD def2/J DEFGRID3
* xyz 1 1
C -1.263 -0.093 -0.137
C -0.196 -0.767 0.206
C 1.243 -0.101 0.120
Cl 2.604 -1.009 -0.056
N 1.001 1.107 0.109
O 0.212 2.010 -0.017
H -2.269 -0.345 -0.210
H -1.148 1.091 -0.377
H -0.184 -1.894 0.362
*
```


Version two
Entry from the Open Molecules 2025 dataset: a molecular structure, C3H3ClNO (wB97M-V/def2-TZVPD).

The value obtained for the highest occupied orbital energy is -16.099 eV. For the LUMO energy, the calculation gives -7.45 eV.

```
! RIJCOSX wB97M-V def2-TZVPD def2/J DEFGRID3
* xyz 1 1
C -0.312 0.051 -0.951
C 0.274 1.100 -0.243
C -0.348 -0.774 0.211
N 0.465 0.373 0.864
O 0.918 0.439 1.932
Cl 0.525 -2.175 -0.081
H -0.542 -0.043 -2.001
H 0.697 2.067 -0.731
H -1.678 -1.038 1.000
*
```


We find version one to be the most stable, with the next structure 0.613 eV higher.


Version one
Entry from the Open Molecules 2025 dataset: a molecular structure, S2 (wB97M-V/def2-TZVPD).

The value obtained for the highest occupied orbital energy is -9.853 eV. For the LUMO energy, the calculation gives -4.40 eV.

```
! RIJCOSX wB97M-V def2-TZVPD def2/J DEFGRID3
* xyz 0 1
S 0.622 0.256 1.165
S -0.622 -0.256 -1.165
*
```


Version two
Entry from the Open Molecules 2025 dataset: S2 in the gas phase (wB97M-V/def2-TZVPD).

The value obtained for the highest occupied orbital energy is -8.891 eV. For the LUMO energy, the calculation gives -3.19 eV.

```
! RIJCOSX wB97M-V def2-TZVPD def2/J DEFGRID3
* xyz 0 1
S -0.181 0.030 1.040
S 0.181 -0.030 -1.040
*
```


Version three
Entry from the Open Molecules 2025 dataset: S2 in the gas phase (wB97M-V/def2-TZVPD).

The value obtained for the highest occupied orbital energy is -7.860 eV. For the LUMO energy, the calculation gives -2.08 eV.

```
! RIJCOSX wB97M-V def2-TZVPD def2/J DEFGRID3
* xyz 0 1
S -0.785 0.330 -0.218
S 0.785 -0.330 0.218
*
```


Version four
Entry from the Open Molecules 2025 dataset: S2 in the gas phase (wB97M-V/def2-TZVPD).

The value obtained for the highest occupied orbital energy is -9.366 eV. For the LUMO energy, the calculation gives -3.75 eV.

```
! RIJCOSX wB97M-V def2-TZVPD def2/J DEFGRID3
* xyz 0 1
S 0.000 0.000 1.170
S 0.000 0.000 -1.170
*
```


We find version three to be the most stable, with the next structure 0.315 eV higher.